(1)
DFT (ωB97M-V with the def2-TZVPD basis set) results for a 2-piece molecular cluster, C13H14BF3O2 overall.

Geometry (Å):
1 C 2.58976 0.29012 -2.91785
2 O 1.19899 0.65552 -2.83054
3 C 0.32305 -0.26189 -2.58459
4 C -1.07680 0.06258 -2.72428
5 C -2.02304 -0.98451 -2.82165
6 C -3.38299 -0.68790 -2.83679
7 C -3.81456 0.64500 -2.83058
8 C -2.87357 1.68756 -2.84273
9 C -1.51455 1.40918 -2.83170
10 H 3.13284 1.23405 -2.95193
11 H 2.86059 -0.28546 -2.03112
12 H 2.78667 -0.29682 -3.82057
13 H 0.66881 -1.30502 -2.61368
14 H -1.63496 -2.00439 -2.83131
15 H -4.11458 -1.49467 -2.83308
16 H -4.88107 0.87670 -2.81854
17 H -3.20303 2.72453 -2.84532
18 H -0.75527 2.19465 -2.85663
19 C 1.65836 1.00764 5.48510
20 C 1.29415 0.05151 4.44270
21 C 1.05308 -1.29991 4.52713
22 C 0.73965 -1.74017 3.18859
23 C 0.81647 -0.62909 2.37592
24 B 0.57802 -0.37639 0.75513
25 F 0.26007 -1.64734 0.27860
26 F -0.47965 0.52150 0.66944
27 F 1.78858 0.10916 0.26746
28 O 1.14784 0.46087 3.14443
29 H 1.72965 0.47380 6.44074
30 H 2.63006 1.47688 5.28944
31 H 0.90679 1.79837 5.59817
32 H 1.09497 -1.91257 5.43204
33 H 0.49569 -2.75348 2.92799

energy above the lowest of the compared OMol25 structures with the same formula, charge and spin = 1.0 kcal/mol
E_tot = -26633.454 eV
maximum force = 4.1 eV/Å
Kohn-Sham gap = 3.7 eV
E_LUMO = -2.6 eV
2S+1 = 1
total charge = 0

Atom charges from the Löwdin analysis, given in e for atoms 1 to 2:
1 C 0.02
2 O -0.01



(2)
DFT (ωB97M-V with the def2-TZVPD basis set) results for an isolated ion of composition CH5NO and charge +1.

Geometry (Å):
1 O -0.63003 1.33257 0.23755
2 H -1.30218 0.95819 0.83434
3 C -0.11762 0.26724 -0.42654
4 N 0.64036 -0.62313 0.34516
5 H 0.39443 0.59204 -1.37467
6 H -0.86399 -0.46299 -0.91909
7 H 0.75387 -0.61549 1.36674
8 H 1.12514 -1.44842 -0.06348

energy above the lowest of the compared OMol25 structures with the same formula, charge and spin = 0.9 kcal/mol
E_tot = -4645.918 eV
maximum force = 1.9 eV/Å
Kohn-Sham gap (spin up / spin down) = 13.3 / 8.7 eV
E_LUMO (spin up / spin down) = -4.0 / -8.9 eV
2S+1 = 2
total charge = +1

Atom charges from the Löwdin analysis, given in e for atoms 1 to 2:
1 O 0.07
2 H 0.14



(3)
DFT (ωB97M-V with the def2-TZVPD basis set) results for a 2-piece molecular cluster, C4H12N2O overall.

Geometry (Å):
1 C -1.37401 -0.18216 1.42594
2 C -0.74794 0.42990 0.42395
3 C -0.63436 1.92572 0.35087
4 C -0.79587 -0.32072 -1.08760
5 N -0.48560 -1.69638 -1.07305
6 H -1.68745 0.34612 2.31646
7 H -1.48115 -1.25675 1.45850
8 H -1.53523 2.38837 -0.05337
9 H -0.41939 2.36456 1.32681
10 H 0.19841 2.21972 -0.29358
11 H -0.01150 0.21461 -1.63034
12 H -1.78136 -0.12777 -1.50868
13 H 0.38064 -1.84622 -0.54169
14 H -1.23096 -2.26056 -0.68765
15 N 2.59625 -0.20940 -0.45710
16 O 1.79335 -0.87713 0.52807
17 H 3.48191 0.01467 0.00570
18 H 2.80175 -0.91101 -1.17222
19 H 0.93250 -0.21557 0.66898

SMILES string = C=C(C)CN.NO
energy above the lowest of the compared OMol25 structures with the same formula, charge and spin = 93.7 kcal/mol
E_tot = -9367.131 eV
maximum force = 3.8 eV/Å
Kohn-Sham gap = 9.6 eV
E_LUMO = 0.8 eV
2S+1 = 1
total charge = 0

Atom charges from the Löwdin analysis, given in e for atoms 1 to 2:
1 C 0.04
2 C -0.37



(4)
DFT (ωB97M-V with the def2-TZVPD basis set) results for C3H3O2Sc as an isolated structure.

Geometry (Å):
1 O -0.38363 -0.90132 1.07228
2 C 0.21417 -0.52572 0.01128
3 C 1.38120 -1.41574 0.06528
4 C 1.23499 -2.01141 1.33916
5 H 2.01473 -1.68151 -0.78074
6 H 1.96575 -1.78526 2.12064
7 H 0.61471 -2.89970 1.48128
8 O -0.01789 0.44738 -0.71579
9 Sc -0.95403 2.22801 -0.82383

energy above the lowest of the compared OMol25 structures with the same formula, charge and spin = 74.9 kcal/mol
E_tot = -27914.478 eV
maximum force = 2.5 eV/Å
Kohn-Sham gap (spin up / spin down) = 4.7 / 8.7 eV
E_LUMO (spin up / spin down) = -17.8 / -17.3 eV
2S+1 = 2
total charge = +3

Atom charges from the Löwdin analysis, given in e for atoms 1 to 2:
1 O 0.22
2 C -0.46



(5)
DFT (ωB97M-V with the def2-TZVPD basis set) results for C16H41I2NNbO9P2 as an isolated structure.

Geometry (Å):
1 C 0.65105 4.40279 7.28144
2 N 0.80972 4.57487 5.81756
3 C -0.49274 5.02958 5.31738
4 C 1.21634 3.32682 5.27242
5 O 1.71889 2.48915 6.01209
6 C 1.10746 3.02209 3.81720
7 Nb -0.86023 1.91660 3.32828
8 I -0.25263 1.63524 0.56681
9 I 0.30214 -0.61034 3.91068
10 H 0.12445 5.28845 7.63225
11 H -0.01675 3.55651 7.44907
12 H 1.60633 4.26108 7.76449
13 H -0.63289 4.85884 4.26062
14 H -0.54707 6.11215 5.46495
15 H -1.32002 4.59655 5.88206
16 H 1.24908 3.89764 3.17995
17 H 1.87803 2.30319 3.55382
18 H -1.24812 2.04731 5.08646
19 H -1.61122 3.51802 3.03732
20 H -2.49480 1.10818 3.14661
21 O 1.18047 -6.85229 -0.53111
22 P 1.22182 -6.35157 0.86595
23 O 2.52404 -5.37051 0.92289
24 C 2.61832 -4.29902 -0.02484
25 C 1.70491 -3.13516 0.32969
26 O 1.77895 -7.69355 1.64335
27 C 1.66830 -8.98386 1.04844
28 C 2.96441 -9.38107 0.36522
29 O 0.47479 -5.82296 2.18038
30 C 1.16449 -5.67371 3.43894
31 C 1.56973 -4.23906 3.69738
32 H 2.39568 -4.66706 -1.02895
33 H 3.65765 -3.97069 -0.02376
34 H 0.68672 -3.47589 0.53183
35 H 1.67595 -2.41310 -0.48683
36 H 2.05562 -2.61971 1.22303
37 H 0.83294 -9.01884 0.35115
38 H 1.44261 -9.69091 1.84951
39 H 3.38235 -8.55977 -0.21440
40 H 2.80563 -10.23325 -0.29830
41 H 3.71360 -9.66581 1.10648
42 H 2.02595 -6.33162 3.51485
43 H 0.45151 -5.98984 4.20103
44 H 2.47255 -3.97959 3.14752
45 H 1.78668 -4.09139 4.75652
46 H 0.78688 -3.54544 3.39539
47 O -0.74598 4.54139 -3.66360
48 P -1.24900 3.44906 -4.53121
49 O -2.05507 4.23088 -5.73188
50 C -1.36522 5.24371 -6.46150
51 C -0.38642 4.66331 -7.47142
52 O -2.47653 2.86902 -3.62575
53 C -2.53074 3.10351 -2.20737
54 C -3.43653 4.27825 -1.89179
55 O -1.05978 2.03128 -5.28437
56 C -2.16294 1.37144 -5.92065
57 C -2.17639 1.58407 -7.42157
58 H -0.84678 5.91431 -5.77277
59 H -2.12485 5.83255 -6.97669
60 H 0.26059 3.91356 -7.01126
61 H 0.23706 5.45351 -7.89224
62 H -0.91661 4.17672 -8.29001
63 H -1.53437 3.25525 -1.80131
64 H -2.92499 2.20115 -1.74124
65 H -3.26592 5.11515 -2.56857
66 H -3.27962 4.61689 -0.86710
67 H -4.48494 3.99029 -1.99553
68 H -3.11544 1.66301 -5.48721
69 H -2.02614 0.30952 -5.71372
70 H -2.58656 2.55896 -7.67895
71 H -2.80668 0.83156 -7.89922
72 H -1.16972 1.52260 -7.83591

E_tot = -73506.073 eV
maximum force = 6.5 eV/Å
Kohn-Sham gap = 7.1 eV
E_LUMO = 1.5 eV
2S+1 = 1
total charge = -1

Atom charges from the Löwdin analysis, given in e for atoms 1 to 2:
1 C -0.09
2 N -0.14



(6)
DFT (ωB97M-V with the def2-TZVPD basis set) results for C25H16F10N3O2RuSTe2 as an isolated structure.

Geometry (Å):
1 Ru 0.48276 0.26191 0.31062
2 C 3.16256 -1.78470 -2.23483
3 C 2.78069 -0.85524 -1.28055
4 N 1.66693 -0.11910 -1.42556
5 C 0.97446 -0.29714 -2.54589
6 C 1.15602 -1.30430 -3.47252
7 C 2.32578 -2.04793 -3.30795
8 C 0.07420 -1.62833 -4.41416
9 C -1.24212 -1.45091 -4.19417
10 C -1.86402 -0.86654 -2.99580
11 C -3.11103 -1.22907 -2.48979
12 C -3.55949 -0.67679 -1.29722
13 C -2.72753 0.16501 -0.57994
14 N -1.52168 0.53285 -1.03697
15 C -1.18819 0.07188 -2.23011
16 H 4.06675 -2.35511 -2.08545
17 H 3.33275 -0.68402 -0.36737
18 H 2.55770 -2.85316 -3.99394
19 H 0.36223 -2.16925 -5.30772
20 H -1.92870 -1.85996 -4.92577
21 H -3.71157 -1.96686 -3.00712
22 H -4.52285 -0.94840 -0.89176
23 H -3.01388 0.55184 0.38904
24 S -0.79854 1.92970 4.31248
25 C -0.33303 0.26586 4.50000
26 C -0.06821 -0.39204 5.69445
27 C 0.27909 -1.72541 5.62665
28 C 0.34511 -2.37270 4.39261
29 C 0.08520 -1.71104 3.20884
30 C -0.24783 -0.36290 3.25887
31 N -0.55462 0.49243 2.15085
32 C -0.85715 1.66620 2.63431
33 C -0.88404 2.92020 0.63395
34 C -1.78557 3.59227 -0.17350
35 C -1.40959 3.92750 -1.46178
36 C -0.14498 3.60439 -1.94044
37 C 0.74630 2.93967 -1.12086
38 C 0.39261 2.58300 0.19204
39 H -0.13354 0.12573 6.64165
40 H 0.49938 -2.26865 6.53559
41 H 0.60570 -3.42195 4.35464
42 H 0.13906 -2.23078 2.27457
43 H -2.76069 3.84808 0.21992
44 H -2.11283 4.45120 -2.09674
45 H 0.14388 3.87348 -2.94737
46 H 1.75516 2.72421 -1.44678
47 F -1.30149 -1.63193 0.53043
48 Te -0.34237 -2.96968 -0.66930
49 F 0.92636 -4.32350 -1.10879
50 F -0.53125 -3.93808 0.90756
51 F -1.76882 -4.12566 -1.24510
52 F 1.14960 -2.05422 0.38279
53 O -0.03090 0.60349 -2.73309
54 F 1.50851 4.08205 2.77360
55 Te 2.24702 2.53599 1.76190
56 F 3.87871 2.28078 2.72116
57 F 1.91382 0.17968 1.59833
58 F 3.13362 3.97943 0.94188
59 F 3.08809 1.74835 0.16069
60 O -1.32355 2.68822 1.91891

energy above the lowest of the compared OMol25 structures with the same formula, charge and spin = 69.3 kcal/mol
E_tot = -89930.031 eV
maximum force = 2.5 eV/Å
Kohn-Sham gap (spin up / spin down) = 6.7 / 7.0 eV
E_LUMO (spin up / spin down) = -1.9 / -1.6 eV
2S+1 = 2
total charge = 0

Atom charges from the Löwdin analysis, given in e for atoms 1 to 2:
1 Ru 1.40
2 C -0.02



Question: The lowest E_tot belongs to which entry?
Answer: C25H16F10N3O2RuSTe2



Please write out number 3 again, unchanged.
DFT (ωB97M-V with the def2-TZVPD basis set) results for a 2-piece molecular cluster, C4H12N2O overall.

Geometry (Å):
1 C -1.37401 -0.18216 1.42594
2 C -0.74794 0.42990 0.42395
3 C -0.63436 1.92572 0.35087
4 C -0.79587 -0.32072 -1.08760
5 N -0.48560 -1.69638 -1.07305
6 H -1.68745 0.34612 2.31646
7 H -1.48115 -1.25675 1.45850
8 H -1.53523 2.38837 -0.05337
9 H -0.41939 2.36456 1.32681
10 H 0.19841 2.21972 -0.29358
11 H -0.01150 0.21461 -1.63034
12 H -1.78136 -0.12777 -1.50868
13 H 0.38064 -1.84622 -0.54169
14 H -1.23096 -2.26056 -0.68765
15 N 2.59625 -0.20940 -0.45710
16 O 1.79335 -0.87713 0.52807
17 H 3.48191 0.01467 0.00570
18 H 2.80175 -0.91101 -1.17222
19 H 0.93250 -0.21557 0.66898

SMILES string = C=C(C)CN.NO
energy above the lowest of the compared OMol25 structures with the same formula, charge and spin = 93.7 kcal/mol
E_tot = -9367.131 eV
maximum force = 3.8 eV/Å
Kohn-Sham gap = 9.6 eV
E_LUMO = 0.8 eV
2S+1 = 1
total charge = 0

Atom charges from the Löwdin analysis, given in e for atoms 1 to 2:
1 C 0.04
2 C -0.37